Record 1
{"formula": "C25H55GaNO2Si2", "method": "ωB97M-V/def2-TZVPD", "e_tot_ha": -3694.338551, "orbital_gap_ev": 9.70, "lumo_energy_ev": -1.93, "homo_energy_ev": -11.634, "total_charge": 1, "species": ["O", "O", "C", "C", "H", "H", "H", "H", "H", "C", "C", "H", "H", "H", "H", "H", "C", "C", "C", "H", "H", "H", "H", "H", "C", "H", "H", "H", "H", "H", "H", "Ga", "C", "Si", "H", "H", "C", "C", "C", "C", "Si", "H", "H", "C", "C", "C", "H", "H", "H", "H", "H", "H", "H", "H", "H", "H", "H", "H", "H", "H", "H", "H", "H", "H", "C", "N", "C", "C", "C", "C", "C", "C", "C", "C", "H", "H", "H", "H", "H", "H", "H", "H", "H", "H", "H", "H"], "xyz": [[-0.7539, -2.7138, -1.7379], [-2.0373, -0.7598, -2.5294], [0.3395, -3.6068, -1.9805], [1.4760, -3.4157, -1.0091], [0.6436, -3.3793, -3.0118], [-0.0477, -4.6326, -1.9443], [1.9106, -2.4184, -1.0637], [2.2539, -4.1412, -1.2531], [1.1430, -3.6069, 0.0132], [-1.6065, -3.0884, -0.6286], [-2.8459, -3.7733, -1.1277], [-1.8498, -2.1600, -0.0947], [-1.0361, -3.7333, 0.0548], [-3.4002, -3.1428, -1.8296], [-3.5024, -3.9994, -0.2827], [-2.5854, -4.7161, -1.6245], [-3.3214, -0.1128, -2.4622], [-1.7385, -1.1485, -3.8912], [-3.6372, 0.2682, -1.0483], [-4.0630, -0.8182, -2.8647], [-3.3021, 0.7787, -3.1120], [-3.5670, -0.5833, -0.3594], [-4.6702, 0.6378, -1.0140], [-2.9954, 1.0761, -0.6891], [-2.4336, -2.4145, -4.2976], [-0.6496, -1.2477, -3.9618], [-2.0522, -0.3276, -4.5575], [-2.1442, -3.2488, -3.6564], [-2.1417, -2.6527, -5.3230], [-3.5197, -2.2934, -4.2750], [-0.8323, -1.0029, -1.4958], [0.7189, 1.0159, 1.2489], [-0.1885, -0.1495, -0.6519], [0.6124, 1.1627, -1.7996], [-1.0763, 0.1392, -0.0720], [0.4559, -0.8867, -0.1413], [1.8336, 0.2016, -2.8663], [1.5870, 2.6356, -1.0738], [-0.6703, 2.0646, -2.8323], [2.5510, 0.3054, 1.1444], [3.9810, 1.3216, 1.8674], [2.8019, 0.1004, 0.0866], [2.5631, -0.6864, 1.6358], [4.9031, 2.1969, 0.4860], [5.1780, 0.1607, 2.7221], [3.4012, 2.6076, 3.1054], [-0.2187, 2.9929, -3.2161], [-1.5480, 2.3482, -2.2354], [-1.0101, 1.4811, -3.6978], [2.8115, 0.1103, -2.3703], [1.9879, 0.7422, -3.8128], [1.4668, -0.8069, -3.1033], [2.5723, 2.3567, -0.6807], [1.0527, 3.2127, -0.3024], [1.7454, 3.3193, -1.9224], [5.1477, -0.8373, 2.2657], [4.9483, 0.0636, 3.7920], [6.2007, 0.5513, 2.6249], [3.4605, 2.2099, 4.1280], [2.3752, 2.9523, 2.9198], [4.0688, 3.4796, 3.0439], [5.9204, 2.4140, 0.8413], [4.4309, 3.1459, 0.2050], [4.9886, 1.5636, -0.4064], [0.3863, 1.0599, 4.2851], [0.1456, 0.0541, 3.2343], [0.7676, -1.2223, 3.6254], [-1.3252, -0.1276, 3.0209], [-1.8764, 1.1026, 2.3494], [-3.2267, 1.4410, 2.5023], [-3.7130, 2.6014, 1.9006], [-2.8538, 3.4123, 1.1566], [-1.4967, 3.0648, 0.9960], [-1.0132, 1.8866, 1.5662], [1.4639, 1.1811, 4.4516], [-0.0843, 0.7176, 5.2244], [-0.0386, 2.0297, 4.0086], [0.3435, -1.5457, 4.5901], [0.5600, -1.9930, 2.8692], [1.8536, -1.1027, 3.7285], [-1.8081, -0.3183, 3.9981], [-1.4848, -1.0286, 2.3974], [-3.8646, 0.7811, 3.0946], [-4.7665, 2.8678, 2.0115], [-3.2231, 4.3226, 0.6916], [-0.8316, 3.7041, 0.4231]]}

Record 2
{"formula": "C2H5INOP", "method": "ωB97M-V/def2-TZVPD", "e_tot_ha": -848.222633, "orbital_gap_ev": 8.69, "lumo_energy_ev": -0.24, "homo_energy_ev": -8.929, "smiles": "C[C@H](O)/N=P/I", "species": ["C", "C", "O", "N", "P", "I", "H", "H", "H", "H", "H"], "xyz": [[-1.0542, 0.8184, 0.4544], [-0.3639, -0.1825, -0.5393], [-0.7698, -1.5181, -0.4246], [1.1950, -0.0924, -0.3281], [2.2396, -1.1600, -0.0923], [4.1970, 0.3222, 0.2004], [-0.3596, 1.5891, 0.6383], [-1.5401, 0.4252, 1.3801], [-1.8709, 1.3891, -0.1247], [-0.4246, 0.0249, -1.5693], [-1.2486, -1.6159, 0.4053]]}

Please write out number 2 again, unchanged.
{"formula": "C2H5INOP", "method": "ωB97M-V/def2-TZVPD", "e_tot_ha": -848.222633, "orbital_gap_ev": 8.69, "lumo_energy_ev": -0.24, "homo_energy_ev": -8.929, "smiles": "C[C@H](O)/N=P/I", "species": ["C", "C", "O", "N", "P", "I", "H", "H", "H", "H", "H"], "xyz": [[-1.0542, 0.8184, 0.4544], [-0.3639, -0.1825, -0.5393], [-0.7698, -1.5181, -0.4246], [1.1950, -0.0924, -0.3281], [2.2396, -1.1600, -0.0923], [4.1970, 0.3222, 0.2004], [-0.3596, 1.5891, 0.6383], [-1.5401, 0.4252, 1.3801], [-1.8709, 1.3891, -0.1247], [-0.4246, 0.0249, -1.5693], [-1.2486, -1.6159, 0.4053]]}